{"formula": "C27H59N5O11", "method": "ωB97M-V/def2-TZVPD", "homo_ev": -9.045, "total_energy_ha": -2165.45554, "smiles": "CCOC(C)=O.CCOC(C)=O.CCOC(C)=O.CN(C)C=O.CN(C)C=O.CN(C)C=O.CN(C)C=O.CN(C)C=O", "charge": 0, "fmax_ev_per_a": 4.41, "orbital_gap_ev": 9.42, "lumo_ev": 0.3764, "elements": ["O", "O", "O", "O", "O", "O", "O", "O", "O", "O", "O", "N", "N", "N", "N", "N", "C", "C", "C", "C", "C", "C", "C", "C", "C", "C", "C", "C", "C", "C", "C", "C", "C", "C", "C", "C", "C", "C", "C", "C", "C", "C", "C", "H", "H", "H", "H", "H", "H", "H", "H", "H", "H", "H", "H", "H", "H", "H", "H", "H", "H", "H", "H", "H", "H", "H", "H", "H", "H", "H", "H", "H", "H", "H", "H", "H", "H", "H", "H", "H", "H", "H", "H", "H", "H", "H", "H", "H", "H", "H", "H", "H", "H", "H", "H", "H", "H", "H", "H", "H", "H", "H"], "coordinates": [[-7.51595, -16.60794, -7.26843], [-10.09207, -20.65287, -1.90901], [-11.13368, -21.66811, -3.71393], [-12.58878, -11.19040, -6.06752], [-6.00170, -11.23854, -10.90647], [-9.62365, -12.68679, -17.35483], [-3.92690, -10.46437, -11.58325], [3.91025, -12.89015, -1.89953], [-7.44572, -13.15400, -17.59727], [-4.13255, -22.80825, -6.78953], [-3.13087, -18.64835, -0.17088], [-3.44950, -20.74462, 0.77625], [-4.80461, -23.39603, -8.75645], [1.71284, -12.72550, -1.30031], [-13.20095, -11.44987, -8.29206], [-5.35067, -17.02558, -6.99336], [-4.30787, -17.49664, -6.14376], [-4.71696, -20.46909, 1.48411], [-4.90847, -10.65675, -10.70931], [-4.60666, -24.04094, -9.98450], [-12.45202, -21.07717, -3.69624], [-6.09376, -22.68207, -8.63089], [-5.90658, -12.82281, -19.29137], [-3.88717, -23.35945, -7.79611], [-12.52021, -11.79575, -7.12236], [-2.82815, -19.86155, -0.02806], [-8.53589, -12.98997, -16.90661], [-13.97238, -10.22914, -8.34796], [-6.57770, -16.99452, -6.54281], [-2.87292, -22.10942, 1.03731], [-12.28268, -19.55405, -4.11538], [-4.04899, -10.76170, -12.94558], [-7.36318, -13.05558, -19.03950], [-13.26594, -12.30456, -9.43373], [-4.43864, -10.38545, -9.27170], [1.32366, -13.99013, -2.02760], [-3.59257, -12.18770, -13.06312], [-8.40319, -13.23747, -15.42722], [0.60898, -11.94900, -0.72125], [-9.28998, -22.73975, -2.74546], [-10.20162, -21.55916, -2.72917], [2.98694, -12.36721, -1.30323], [-4.78943, -16.45529, -8.23654], [-5.02394, -10.54058, -13.37995], [-2.33239, -22.25385, 1.97276], [0.37967, -12.54726, 0.16056], [-6.16385, -22.08890, -9.54267], [-8.63785, -22.64636, -1.87707], [-3.37881, -10.60331, -9.13979], [-7.85993, -12.22284, -19.53737], [-5.77584, -12.50043, -20.32437], [-14.27343, -12.70740, -9.53749], [-4.64786, -20.60816, 2.56299], [-5.16197, -23.40791, -10.67662], [0.61944, -13.67617, -2.79806], [-2.07140, -20.39684, -0.62220], [-12.85416, -21.29354, -2.70650], [-13.14147, -21.53283, -4.40697], [-13.13508, -18.88633, -3.99023], [-5.50580, -21.10676, 1.08511], [-7.43604, -13.61092, -15.09071], [-4.64550, -9.39031, -8.87799], [-13.63818, -9.34395, -8.88911], [-12.57510, -13.13805, -9.56076], [-6.69809, -17.20357, -5.46858], [-3.35866, -10.04157, -13.38487], [-6.13982, -22.06443, -7.73395], [-11.55049, -19.12634, -3.43051], [-4.74653, -18.17929, -5.41598], [3.05548, -11.45811, -0.68596], [-4.02755, -15.70498, -8.02516], [-9.85470, -23.67196, -2.73225], [-4.97305, -19.45801, 1.16756], [-12.82619, -11.67493, -10.20722], [-3.70820, -16.77548, -5.58839], [-6.96473, -23.30837, -8.43785], [-4.90226, -11.14301, -8.63983], [-5.30330, -13.71746, -19.13726], [1.03652, -11.04512, -0.28730], [-11.86994, -19.40281, -5.11282], [-4.48318, -17.20201, -8.96916], [-5.61987, -12.04065, -18.58842], [-0.30467, -11.76654, -1.28698], [-8.59707, -22.68036, -3.58478], [-8.72598, -12.36539, -14.85855], [-11.97062, -12.74364, -7.23031], [-9.06892, -14.07300, -15.21086], [-14.97506, -10.32942, -8.76352], [2.18265, -14.44013, -2.52532], [-14.04105, -9.81441, -7.34228], [-3.79982, -12.66763, -14.01958], [-4.94795, -25.07120, -9.88367], [-3.55731, -24.15427, -10.25674], [-3.78695, -18.17259, -6.82186], [-5.64083, -16.04762, -8.78153], [-3.64937, -22.84706, 0.83457], [-4.12517, -12.69537, -12.25894], [-2.53872, -12.37192, -12.85438], [-7.60849, -14.02113, -19.48181], [1.07066, -14.76286, -1.30168], [-2.96337, -23.81310, -8.18728], [-2.04133, -22.50099, 0.45146]], "lowdin_charge": [-0.030, 0.085, -0.048, 0.008, 0.053, 0.086, -0.026, 0.008, 0.004, 0.048, -0.035, -0.177, -0.215, -0.188, -0.205, -0.203, -0.081, -0.033, -0.483, -0.085, -0.165, -0.021, -0.087, -0.392, -0.301, -0.323, -0.572, -0.071, -0.340, -0.057, -0.056, -0.231, -0.207, -0.086, 0.017, -0.015, -0.059, 0.017, -0.049, 0.010, -0.515, -0.388, -0.025, 0.127, 0.081, 0.086, 0.086, 0.085, 0.078, 0.127, 0.081, 0.093, 0.088, 0.087, 0.088, 0.129, 0.118, 0.108, 0.067, 0.084, 0.078, 0.083, 0.083, 0.087, 0.142, 0.122, 0.082, 0.058, 0.086, 0.127, 0.093, 0.091, 0.083, 0.092, 0.095, 0.090, 0.082, 0.079, 0.079, 0.073, 0.088, 0.085, 0.089, 0.091, 0.092, 0.133, 0.088, 0.085, 0.075, 0.082, 0.078, 0.093, 0.088, 0.093, 0.082, 0.083, 0.079, 0.081, 0.128, 0.088, 0.138, 0.075]}